Here is a molecular structure, C42H41Cl2N4O4STeTi from the Open Molecules 2025 dataset. Energies are from the ωB97M-V functional and the def2-TZVPD basis.

Output
- Kohn-Sham gap (eV) = 7.344
- energy above the lowest of the compared OMol25 structures with the same formula, charge and spin (kJ/mol) = 66.5

ORCA input file:
```
! wB97M-V def2-TZVPD RIJCOSX def2/J DEFGRID3
* xyz 3 1
Te 1.692 -0.608 -1.228
Ti -1.106 1.304 1.687
Cl 2.129 1.365 -4.762
Cl -2.663 -0.051 -2.565
S 0.326 1.109 -2.153
O -1.361 0.135 3.223
O -1.219 -0.016 0.525
O 0.128 0.123 1.005
O 0.393 2.321 2.274
N -3.017 1.911 2.431
N 3.249 1.224 3.547
N -1.521 2.943 0.466
N 0.213 -1.855 3.794
C -5.061 -3.652 1.182
C 2.672 2.858 1.684
C 2.516 -1.134 3.435
C 1.676 4.408 -0.406
C 3.805 -2.980 -4.890
C -0.631 -2.615 3.178
C -0.608 3.733 0.036
C -2.916 3.221 0.085
C -4.472 -1.347 2.041
C -0.104 0.887 -6.156
C -2.850 -3.062 2.238
C 3.442 2.189 2.699
C -0.605 -2.716 -1.235
C -1.433 0.526 -6.293
C -0.307 0.662 -3.749
C 3.931 -1.699 -2.862
C -0.359 -4.913 -0.268
C -3.349 3.331 2.594
C -3.906 1.013 2.625
C 1.601 -2.137 4.143
C 3.969 5.225 -1.073
C 0.802 3.661 0.378
C 0.907 -4.578 0.197
C -3.561 -0.403 2.491
C -2.201 0.196 -5.188
C -2.246 -0.782 2.848
C 3.052 4.401 -0.209
C 0.466 0.941 -4.897
C 1.423 -3.312 -0.051
C -4.115 -2.683 1.841
C -3.624 3.974 1.217
C 2.433 -2.755 -4.957
C -1.112 -3.984 -0.976
C 0.659 -2.400 -0.771
C 1.797 -2.026 -3.967
C 3.506 3.632 0.837
C 4.555 -2.446 -3.853
C 2.122 0.317 3.773
C 2.555 -1.506 -2.926
C 1.262 2.886 1.474
C -1.648 0.284 -3.925
C -1.925 -2.155 2.784
H 4.576 3.607 1.021
H 2.446 -1.280 2.355
H -4.661 -4.665 1.199
H 4.455 2.573 2.764
H 4.047 1.026 4.140
H 3.543 -1.337 3.745
H -2.495 3.813 3.065
H 4.514 -1.273 -2.053
H 1.505 -5.311 0.727
H 0.489 1.140 -7.025
H -1.191 -1.999 -1.792
H -5.487 -1.034 1.812
H -3.296 5.012 1.234
H -5.224 -3.366 0.141
H -3.414 2.270 -0.094
H -0.130 -0.910 3.965
H -4.917 1.283 2.929
H 1.295 0.641 3.164
H 3.886 6.282 -0.810
H 1.848 -3.160 3.866
H 1.712 -2.045 5.224
H -2.956 3.805 -0.834
H -3.230 -0.115 -5.305
H -0.879 4.520 -0.669
H 2.427 -3.060 0.277
H -0.747 -5.910 -0.097
H 5.009 4.931 -0.950
H -2.091 -4.257 -1.354
H 3.699 5.134 -2.125
H -0.345 -3.639 2.954
H -1.883 0.513 -7.277
H -6.037 -3.662 1.667
H -4.210 3.452 3.248
H 5.624 -2.610 -3.813
H -2.554 -4.102 2.148
H 1.859 0.393 4.830
H 1.264 5.015 -1.207
H 0.726 -1.871 -4.014
H 4.292 -3.576 -5.651
H -4.694 3.970 1.006
H 1.861 -3.160 -5.782
*
```


Here is 26 unconnected molecules or ions with the total composition C42H41Cl75FINOPS2 from the Open Molecules 2025 dataset. Energies are from the ωB97M-V functional and the def2-TZVPD basis.

Output
- Kohn-Sham gap (eV) = 8.057

ORCA input file:
```
! wB97M-V def2-TZVPD RIJCOSX def2/J DEFGRID3
* xyz 0 1
I -4.545 -0.693 2.591
Cl 5.831 3.798 -9.032
Cl 5.013 -6.979 -1.863
Cl -10.265 -1.682 4.437
Cl 8.594 2.914 4.443
Cl 6.059 4.304 -5.337
Cl -8.867 -0.154 -1.372
Cl -4.041 7.120 5.636
Cl 6.627 4.828 8.010
Cl -1.364 2.988 -3.908
Cl -10.330 -2.045 8.657
Cl -1.808 -7.435 -4.653
Cl -2.979 -0.421 5.871
Cl 2.338 -2.691 -4.406
Cl 2.714 5.185 2.029
Cl 10.162 3.624 2.104
Cl -1.457 -7.672 3.704
Cl -2.341 -1.942 -2.680
Cl -12.349 -5.382 3.534
Cl 8.177 5.438 -9.514
Cl 1.156 6.390 -0.107
Cl 5.935 1.174 -0.831
Cl -8.006 2.809 4.053
Cl 8.250 2.873 -0.392
Cl -2.247 5.937 7.580
Cl -9.161 5.466 4.167
Cl -0.367 -5.366 5.110
Cl -4.910 -4.928 1.668
Cl 1.798 -8.267 -6.798
Cl 3.569 6.201 -8.303
Cl -11.609 0.504 9.198
Cl 8.297 3.263 -7.592
Cl -1.776 5.533 4.739
Cl 10.214 -5.112 -2.803
Cl 7.719 2.700 9.656
Cl -9.856 -0.153 -4.102
Cl -3.868 -4.925 4.378
Cl 9.191 -2.422 -2.401
Cl 1.409 -7.381 4.015
Cl 8.063 -2.536 -5.947
Cl 5.419 5.751 -2.904
Cl 3.098 4.137 7.777
Cl -4.921 -1.628 -3.981
Cl 0.917 -4.819 -5.789
Cl 0.311 3.911 6.992
Cl -8.813 -0.585 2.174
Cl 5.200 3.949 10.383
Cl -7.326 1.124 -3.475
Cl 7.549 0.089 -4.805
Cl -6.721 4.875 5.619
Cl 1.249 6.636 -9.991
Cl 2.592 4.062 -10.009
Cl 1.191 2.848 9.546
Cl 2.260 -8.065 -3.934
Cl -3.716 -9.585 -5.081
Cl 10.360 5.217 4.524
Cl 5.343 -1.535 -5.729
Cl 6.647 -5.719 0.174
Cl -9.693 -6.365 2.881
Cl 3.648 5.035 -0.730
Cl 3.817 -4.898 -5.578
Cl -10.909 -4.281 1.262
Cl 0.684 -10.257 -5.003
Cl 0.496 4.391 -5.575
Cl -9.577 0.305 7.133
Cl 7.241 2.444 -3.091
Cl 6.402 -4.507 -2.451
Cl 3.493 5.612 -5.039
Cl -2.712 0.124 -4.685
Cl -4.210 2.204 5.985
Cl -2.090 -9.553 -2.678
Cl 11.242 -2.903 -4.389
Cl -2.349 -3.680 2.243
Cl -1.744 1.684 7.452
Cl -7.611 -2.654 3.800
Cl -2.185 3.841 -6.570
S 0.269 1.671 4.160
S 0.133 1.445 -1.946
P -0.804 2.987 3.207
F 1.781 -0.824 -2.723
O 2.591 -3.858 0.079
N 0.892 2.290 0.751
C -3.266 0.998 6.880
C 9.294 4.239 3.512
C -1.050 1.744 -0.636
C -2.765 2.208 1.421
C 7.033 -1.097 -5.998
C 1.125 -8.560 -5.191
C 2.623 0.590 1.030
C 3.847 -2.238 -1.233
C -8.676 -1.256 3.801
C 2.133 -0.413 -1.471
C -2.927 -8.570 -3.875
C 6.815 2.603 -1.384
C -2.999 5.741 6.003
C 1.428 0.657 -0.986
C 3.335 -0.488 0.554
C -8.265 4.237 5.057
C -5.280 -1.061 0.607
C 2.234 5.064 0.331
C -4.919 -0.009 -0.480
C -8.420 -0.204 -3.080
C -0.503 2.149 0.570
C 1.639 1.185 0.276
C 2.401 -3.856 -5.731
C 3.022 -3.530 -1.009
C -0.852 3.255 -5.574
C 1.640 3.148 7.862
C 6.786 4.198 9.654
C 6.463 -6.025 -1.553
C 2.140 5.460 -9.025
C -4.763 1.475 -0.032
C -2.393 1.555 -0.820
C -3.451 -4.991 2.667
C -1.405 2.401 1.591
C -10.762 -4.961 2.885
C 7.593 3.821 -9.116
C 3.108 -1.028 -0.696
C 9.823 -3.568 -3.578
C -3.169 -1.504 -4.176
C -3.291 1.765 0.223
C -10.898 -0.530 7.959
C 5.210 5.686 -4.658
C -0.115 -6.521 3.801
H -4.873 -2.033 0.308
H 7.119 -0.657 -6.984
H 6.164 3.462 -1.279
H 3.892 -2.109 -2.320
H -3.848 0.689 7.740
H 2.793 -4.150 -1.905
H -2.865 -2.200 -4.948
H 7.320 4.931 10.245
H 4.869 -2.326 -0.854
H -10.326 -4.206 3.524
H 9.054 -3.752 -4.327
H 2.479 -3.309 -6.663
H -0.067 -5.972 2.868
H 2.856 0.931 2.040
H 4.103 -0.944 1.177
H -5.109 2.089 -0.876
H -8.851 3.948 5.922
H 1.127 2.500 1.718
H -1.926 3.391 3.928
H -2.761 1.206 -1.785
H -7.903 -1.137 -3.267
H -11.662 -0.758 7.226
H -4.041 -0.390 -1.010
H -0.094 4.188 2.928
H 1.850 2.195 7.391
H -2.950 -5.930 2.476
H -8.247 -0.499 4.445
H -3.462 2.381 2.241
H 7.906 3.144 -9.901
H 7.325 -6.585 -1.893
H -3.605 4.844 6.032
H -5.406 1.676 0.832
H 0.223 -7.958 -5.085
H 1.695 4.132 0.198
H -5.749 -0.044 -1.204
H 8.487 4.871 3.162
H 5.623 6.588 -5.092
H -6.366 -1.189 0.657
H -3.688 -7.992 -3.366
H 1.494 5.117 -8.226
H -0.511 2.312 -5.986
*
```


Here is a molecular structure, C42H41CoP2 from the Open Molecules 2025 dataset. Energies are from the ωB97M-V functional and the def2-TZVPD basis.

Output
- Kohn-Sham gap (alpha / beta) (eV) = 8.282 / 4.983
- expectation value of S² = 6.036

ORCA input file:
```
! wB97M-V def2-TZVPD RIJCOSX def2/J DEFGRID3
* xyz 2 5
Co 0.230 0.014 -0.862
P -0.006 -2.017 -1.392
P -0.015 1.999 -1.322
C -0.009 -1.445 4.158
C 1.590 -2.913 -1.251
C 3.807 1.467 -2.677
C 0.090 -0.040 0.934
C 3.332 -4.256 -2.259
C 0.661 -1.513 -4.111
C -1.200 2.366 -3.841
C 3.665 -3.284 -0.067
C 0.348 -1.269 -5.442
C -1.246 0.732 4.114
C -3.704 1.510 -2.980
C -1.290 -3.161 -0.753
C 3.090 3.592 -3.572
C -3.442 -4.873 -0.171
C -2.355 -5.327 -0.933
C 1.267 0.720 4.128
C -0.980 -1.376 -5.884
C -3.486 1.771 -4.337
C -3.433 -3.558 0.295
C 4.146 -4.046 -1.142
C -2.665 1.617 -2.068
C 0.026 -0.032 2.169
C -1.452 5.373 0.531
C -1.984 -1.672 -4.953
C -0.572 5.540 1.609
C -1.279 -4.481 -1.207
C -1.399 2.030 -2.504
C 1.609 2.315 -2.133
C 2.379 -2.746 -0.105
C -1.674 -1.935 -3.614
C -0.333 -1.899 -3.196
C -0.234 3.395 -0.187
C 2.047 -3.713 -2.304
C 2.594 1.321 -1.997
C 1.871 3.460 -2.890
C 0.010 -0.004 3.623
C 0.455 4.605 1.802
C -2.218 2.170 -4.770
C 0.628 3.531 0.917
C 4.068 2.589 -3.469
C -1.277 4.319 -0.376
C -2.353 -2.709 0.045
H -2.364 -6.335 -1.331
H -1.258 1.767 3.757
H 0.559 1.645 -5.193
H 5.014 2.689 -4.023
H -2.470 -2.086 -2.877
H -0.225 2.775 -4.112
H 1.472 2.847 1.050
H -4.294 1.656 -5.063
H 0.887 -1.990 3.838
H -2.269 6.081 0.377
H 2.169 0.180 3.810
H 1.135 4.722 2.650
H -4.691 1.199 -2.639
H 5.153 -4.479 -1.092
H 1.286 1.757 3.768
H 4.288 -3.119 0.809
H 1.108 4.235 -2.977
H -2.150 0.198 3.797
H 1.291 0.771 5.225
H 1.694 -1.322 -3.805
H -0.919 -1.963 3.834
H 2.407 0.426 -1.379
H -0.449 -4.843 -1.811
H 1.973 -2.181 0.739
H -4.286 -5.534 0.043
H 3.268 4.477 -4.178
H -2.332 -1.696 0.439
H -2.812 1.351 -1.019
H -2.019 2.327 -5.837
H -0.716 6.369 2.315
H 1.182 1.465 -4.778
H -3.036 -1.711 -5.248
H 3.695 -4.856 -3.091
H -1.927 4.230 -1.247
H 1.417 -3.893 -3.176
H -1.248 -1.204 -6.927
H -0.012 -1.456 5.258
H 4.568 0.684 -2.602
H -1.275 0.782 5.211
H 1.201 -0.961 -6.061
H -4.283 -3.179 0.857
*
```


F_max: 1.6; 2.2; 5.1 (eV Å⁻¹)